[1]
Here is a molecular structure, C14H13NO4PdS in a non-equilibrium geometry from the OMol25 dataset. Energies are from the ωB97M-V functional and the def2-TZVPD basis.

Computed properties:
charge = -1
orbital gap (alpha / beta) = 6.20 / 5.93 eV
highest occupied orbital energy (alpha / beta) = -0.117 / -0.107 hartree
molecular weight = 397.7 g/mol
max |F| = 2.96 eV Å⁻¹
2S+1 = 2
energy above the lowest of the compared OMol25 structures with the same formula, charge and spin = 12.78 kcal per mole

Each line ends with the Löwdin spin population.
CARTESIAN COORDINATES (ANGSTROEM)
Pd 0.113 0.061 -0.310  0.842
O -0.393 -1.945 -1.113  0.030
N 0.640 -2.775 -1.078  0.004
C 0.368 -4.111 -0.977  -0.003
C 1.368 -5.038 -0.883  0.003
C 2.701 -4.627 -0.950  -0.004
C 2.962 -3.261 -1.080  0.003
C 1.939 -2.332 -1.094  0.001
S 2.279 -0.637 -1.078  0.043
H -0.683 -4.343 -0.956  0.000
H 1.113 -6.078 -0.752  0.000
H 3.511 -5.333 -0.875  0.000
H 3.971 -2.880 -1.131  0.001
C -3.688 5.937 -0.939  0.000
O -3.690 5.689 0.442  0.000
C -2.956 4.593 0.873  0.000
C -2.819 4.418 2.255  0.002
C -2.070 3.373 2.738  -0.001
C -1.386 2.453 1.904  0.000
C -0.552 1.450 2.461  0.002
C -0.184 1.525 3.937  0.003
O -0.031 0.456 1.850  0.040
C -1.564 2.611 0.475  0.001
O -1.022 1.880 -0.432  0.031
C -2.363 3.681 0.022  0.002
H -4.226 6.873 -1.088  0.000
H -4.197 5.140 -1.495  0.000
H -2.668 6.040 -1.325  0.000
H -3.307 5.110 2.927  0.000
H -2.021 3.238 3.808  0.000
H 0.186 2.516 4.194  0.001
H 0.598 0.792 4.126  0.000
H -1.038 1.289 4.570  0.000
H -2.474 3.750 -1.050  0.000

---

[2]
Here is 3 unconnected molecules or ions with the total composition C32H42BClF2I2N5O8PS in a non-equilibrium geometry from the OMol25 dataset. Energies are from the ωB97M-V functional and the def2-TZVPD basis.

Computed properties:
orbital gap = 8.12 eV
highest occupied orbital energy = -0.306 hartree
SMILES string = [H]/N=C/Cc1c(B(N)O)c2c(c([C@@H](I)[C@H](C)I)c1N(C)C(C)=O)N(C[C@@H](C)Cl)c1c([PH2]=N)ccc(CCC)c1S2.O=C1OC[C@@H](F)O1.O=C1OC[C@@H](F)O1
molecular weight = 1025.8 g/mol
max |F| = 2.43 eV Å⁻¹
2S+1 = 1

Each line ends with the Mulliken charge.
CARTESIAN COORDINATES (ANGSTROEM)
H -3.414 -3.625 2.706  0.295
N -3.589 -2.670 2.391  -0.709
C -2.674 -2.359 1.570  -0.378
C -2.641 -1.005 0.856  -0.555
C -1.229 -0.762 0.321  1.048
C -0.285 -0.350 1.257  -0.808
B -0.581 -0.114 2.797  0.840
N -0.776 -1.243 3.680  -0.508
O -0.622 1.176 3.322  -0.511
C 1.013 -0.161 0.829  0.567
C 1.396 -0.361 -0.481  -1.266
C 0.444 -0.755 -1.417  0.794
C 0.957 -0.998 -2.829  -1.191
I 1.299 -3.158 -2.971  0.047
C 0.098 -0.547 -4.025  -0.223
C 0.933 -0.821 -5.325  -1.149
I -0.268 1.575 -4.011  0.080
C -0.884 -0.952 -1.015  -0.841
N -1.863 -1.381 -1.986  0.759
C -2.408 -2.728 -1.731  -0.973
C -2.886 -0.424 -2.239  0.727
C -2.921 0.955 -1.603  -0.330
O -3.780 -0.736 -3.015  -0.677
N 2.763 -0.148 -0.903  1.333
C 2.950 1.325 -1.042  -1.106
C 4.288 1.704 -1.726  0.683
C 4.052 1.828 -3.236  -1.203
Cl 4.906 3.263 -1.066  -0.242
C 3.716 -0.755 -0.009  -1.466
C 4.751 -1.517 -0.544  0.780
P 4.948 -1.761 -2.352  0.422
N 6.142 -0.849 -2.858  -0.736
C 5.690 -2.099 0.286  -1.236
C 5.621 -1.938 1.643  -0.936
C 4.594 -1.200 2.208  0.970
C 4.473 -1.043 3.721  -1.585
C 3.710 -2.215 4.376  0.018
C 4.600 -3.472 4.504  -1.230
C 3.659 -0.619 1.375  0.804
S 2.275 0.326 2.005  -0.568
H -1.881 -3.083 1.325  0.460
H -2.969 -0.205 1.529  -0.258
H -3.391 -1.081 0.066  0.691
H -0.623 -0.987 4.653  0.166
H -0.083 -1.958 3.467  0.211
H -0.219 1.101 4.197  0.238
H 1.937 -0.556 -2.996  -0.118
H -0.805 -1.141 -4.150  0.557
H 0.736 -1.829 -5.706  0.340
H 2.007 -0.817 -5.079  0.281
H 0.763 -0.060 -6.087  0.445
H -3.370 -2.714 -1.200  0.352
H -2.625 -3.186 -2.703  0.292
H -1.723 -3.355 -1.158  0.346
H -1.970 1.488 -1.599  0.196
H -3.274 0.933 -0.565  -0.025
H -3.640 1.568 -2.144  0.092
H 2.781 1.883 -0.112  0.688
H 2.164 1.661 -1.734  0.436
H 5.062 0.957 -1.536  0.092
H 4.915 2.265 -3.743  0.418
H 3.746 0.879 -3.689  0.063
H 3.214 2.527 -3.384  0.408
H 3.780 -1.359 -3.020  0.074
H 5.274 -3.112 -2.623  0.138
H 6.880 -1.401 -3.281  0.228
H 6.496 -2.680 -0.160  0.386
H 6.366 -2.390 2.292  0.537
H 3.945 -0.100 3.895  0.502
H 5.491 -0.977 4.124  0.578
H 3.482 -1.906 5.406  0.375
H 2.786 -2.451 3.836  0.087
H 4.035 -4.321 4.902  0.358
H 5.388 -3.263 5.242  0.300
H 5.098 -3.710 3.561  0.324
O -3.703 4.082 -3.081  -0.453
C -4.859 4.253 -2.890  0.630
O -5.669 3.369 -2.257  -0.259
C -6.944 3.990 -2.100  -0.444
C -6.927 5.024 -3.197  0.309
F -7.634 6.129 -2.852  -0.292
O -5.555 5.363 -3.281  -0.338
H -7.010 4.441 -1.108  0.270
H -7.749 3.267 -2.214  0.287
H -7.273 4.660 -4.167  0.270
O -4.632 2.091 1.514  -0.592
C -4.587 2.055 2.697  0.794
O -3.835 2.883 3.462  -0.298
C -4.153 2.610 4.827  -0.462
C -4.682 1.200 4.751  0.507
F -5.637 0.976 5.687  -0.312
O -5.277 1.164 3.468  -0.298
H -4.910 3.316 5.174  0.306
H -3.272 2.697 5.459  0.256
H -3.917 0.424 4.820  0.118

---

[3]
Here is 3 unconnected molecules or ions with the total composition C3H8O4S in a non-equilibrium geometry from the OMol25 dataset. Energies are from the ωB97M-V functional and the def2-TZVPD basis.

Computed properties:
charge = -1
orbital gap (alpha / beta) = 8.27 / 6.09 eV
highest occupied orbital energy (alpha / beta) = -0.190 / -0.188 hartree
molecular weight = 140.2 g/mol
max |F| = 1.42 eV Å⁻¹
2S+1 = 2
energy above the lowest of the compared OMol25 structures with the same formula, charge and spin = 3.27 kcal per mole

Each line ends with the Löwdin spin population.
CARTESIAN COORDINATES (ANGSTROEM)
O -2.313 -2.030 -1.075  0.009
C -1.594 -1.210 -0.489  0.006
O -1.941 -0.016 -0.182  0.004
C -0.187 -1.718 -0.156  0.036
C 0.910 -0.713 0.169  0.086
S 2.353 -1.571 0.866  0.833
H 0.134 -2.303 -1.019  0.002
H -0.296 -2.482 0.624  0.003
H 1.108 -0.164 -0.756  -0.001
H 0.603 0.037 0.902  0.019
H 2.002 1.703 -0.532  0.000
H 0.779 2.363 -0.087  0.000
O 1.708 2.584 -0.337  0.000
H -1.380 2.586 0.585  0.000
H -1.129 1.024 0.562  0.000
O -0.758 1.908 0.927  0.001

---

[4]
Here is 3 unconnected molecules or ions with the total composition C21H26F2N3O in a non-equilibrium geometry from the OMol25 dataset. Energies are from the ωB97M-V functional and the def2-TZVPD basis.

Computed properties:
charge = +1
orbital gap = 8.58 eV
highest occupied orbital energy = -0.421 hartree
molecular weight = 374.5 g/mol
max |F| = 5.61 eV Å⁻¹
2S+1 = 1

Each line ends with the Mulliken charge.
CARTESIAN COORDINATES (ANGSTROEM)
C 3.229 -0.920 1.412  -0.850
C 3.647 0.602 1.102  -0.701
N 3.111 0.957 -0.248  0.700
C 3.255 2.406 -0.570  -0.719
C 1.765 3.067 -0.380  -0.638
C 0.666 1.915 -0.377  0.080
C -0.224 1.490 -1.559  -0.323
N -1.042 0.398 -1.083  0.060
C -0.780 0.044 0.277  -0.336
N 0.232 1.000 0.654  0.275
C 3.618 0.077 -1.320  0.088
C 5.146 -0.289 -1.599  -0.966
O 2.745 -0.406 -2.105  -0.550
H 2.248 -1.114 0.831  0.206
H 2.972 -1.094 2.512  0.302
H 4.062 -1.594 1.017  0.275
H 3.069 1.255 1.863  0.370
H 4.760 0.827 1.215  0.344
H 3.625 2.619 -1.631  0.400
H 3.936 2.940 0.178  0.325
H 1.532 3.811 -1.215  0.380
H 1.681 3.602 0.636  0.284
H -0.263 1.903 -2.627  0.336
H -1.769 -0.154 -1.558  0.178
H -1.207 -0.762 0.950  0.392
H 0.659 1.001 1.596  0.119
H 5.200 -0.607 -2.707  0.351
H 5.869 0.597 -1.434  0.296
H 5.429 -1.202 -0.966  0.243
F -4.379 -0.650 -2.161  -0.311
C -4.376 -1.216 -3.382  0.415
C -3.420 -0.830 -4.308  -0.260
C -3.413 -1.420 -5.568  -0.481
C -4.369 -2.379 -5.891  -0.430
C -5.327 -2.755 -4.953  -0.387
C -5.328 -2.174 -3.690  -0.397
H -2.688 -0.075 -4.042  0.368
H -2.664 -1.131 -6.298  0.353
H -4.365 -2.835 -6.875  0.371
H -6.073 -3.500 -5.208  0.365
H -6.061 -2.461 -2.945  0.408
F 0.340 -1.018 3.215  -0.210
C -0.442 -0.552 4.208  0.564
C -0.602 0.816 4.358  -0.086
C -1.411 1.303 5.379  -0.577
C -2.043 0.415 6.245  -0.513
C -1.872 -0.958 6.088  -0.440
C -1.071 -1.445 5.059  -0.491
H -0.096 1.493 3.679  0.283
H -1.548 2.372 5.500  0.363
H -2.670 0.794 7.045  0.381
H -2.362 -1.649 6.765  0.372
H -0.933 -2.511 4.916  0.419